Below is a single C14H15FN4OS molecule, with properties calculated with ωB97M-V with the def2-TZVPD basis set.

```
36
Properties=species:S:1:pos:R:3:forces:R:3
C 0.443 3.771 -3.187 -3.856 2.660 0.087
C 0.055 2.299 -2.774 -2.571 1.847 -3.108
S 0.930 1.999 -1.409 2.344 -1.273 4.543
C 0.029 0.644 -0.713 -1.365 -0.408 -6.239
N -1.039 0.016 -1.606 2.851 1.867 5.517
N -1.618 -0.807 -0.801 1.520 -0.734 4.064
C -0.858 -0.773 0.586 -7.047 -5.973 -5.510
C -1.093 -1.939 1.456 0.133 0.873 1.710
C -1.885 -1.538 2.605 2.190 2.147 2.248
C -1.959 -2.212 3.837 2.161 -5.620 -6.805
C -1.648 -3.697 3.664 -0.395 6.466 -3.014
C -1.207 -4.057 2.415 4.682 -1.165 -0.736
C -0.530 -3.243 1.370 -9.270 5.265 8.740
F 0.009 -3.637 0.389 4.580 -3.530 -6.531
N 0.160 -0.068 0.390 3.742 5.295 0.241
C 1.009 0.273 1.512 3.484 -0.190 -0.002
C 1.754 1.559 1.831 -4.870 3.426 -0.049
C 2.646 0.622 1.350 -1.925 -1.124 -6.784
C 0.524 1.463 -3.964 0.587 4.893 2.520
N -0.037 0.371 -4.069 -4.459 -8.630 -0.473
O 1.356 1.945 -4.653 3.116 0.749 -2.749
H 0.197 4.585 -2.291 0.173 -2.198 -2.286
H 1.468 4.015 -3.464 -0.133 -0.855 -0.048
H -0.290 3.984 -4.170 2.130 -0.136 2.708
H -1.062 2.075 -2.598 1.530 1.047 -0.211
H -1.984 -0.386 2.694 -0.519 -2.011 -0.520
H -2.500 -2.016 4.623 -2.492 2.002 4.184
H -1.908 -4.379 4.360 -0.496 -2.172 2.238
H -0.670 -4.990 2.411 -0.788 -1.326 -0.206
H 1.034 -0.574 2.112 -0.563 -0.734 1.839
H 1.819 1.692 2.863 -0.236 0.676 1.636
H 1.227 2.477 1.277 2.034 -1.916 1.021
H 3.399 0.105 1.817 1.271 -1.062 1.466
H 2.706 0.658 0.220 0.882 -0.005 1.320
H 0.370 -0.327 -4.763 -1.078 1.329 1.263
H -0.847 0.091 -3.320 2.656 0.521 -2.074
```
Positions in Å, forces in eV/Å.

Summary:
* Kohn-Sham gap: 8.00 eV
* DFT total energy: -36311.9945 eV
* molecular weight: 306.4 g/mol
* strongest force on any atom: 13.8 eV/A
* SMILES: C[C@H](Sc1nnc(-c2ccccc2F)n1C1CC1)C(N)=O
* spin multiplicity: 1

Atom charges from the Löwdin analysis, given in e for atoms 1 to 2:
1 C -0.15
2 C -0.68